ORCA calculation (ωB97M-V/def2-TZVPD) on a 5-piece molecular cluster, C71H58N2O11P overall.

```
143
Properties=species:S:1:pos:R:3:forces:R:3:lowdin_charge:R:1
C -6.863355 7.238211 -2.497650 0.6 0.1 0.8 0.012
C -5.932365 7.248835 -3.702623 -0.4 0.4 -0.4 -0.495
O -6.404282 7.321687 -4.800320 0.4 0.1 0.0 0.129
O -4.556973 7.230886 -3.550397 -1.1 -0.5 0.7 -0.027
C -4.135605 6.466619 -2.411601 0.9 0.4 0.4 -0.210
C -2.601860 6.319824 -2.362573 -0.7 -0.3 0.5 -0.145
C -2.245378 6.124088 -0.870253 -0.1 0.3 -0.7 -0.214
C -0.776753 5.760199 -0.589328 -0.3 -0.5 0.2 -0.174
C -0.655066 4.710363 0.535246 -0.1 0.1 0.6 -0.195
C -0.639013 5.336092 1.956387 -0.1 0.4 -0.3 -0.180
C -2.043737 5.350132 2.565346 0.0 -0.3 -0.3 -0.172
C -2.602500 3.945311 2.954300 -1.0 0.7 0.2 -0.115
C -3.745932 3.477796 2.066242 1.9 -0.1 0.9 -0.240
N -4.738832 4.330562 1.979537 -0.2 -1.0 -0.8 0.182
N -5.707343 3.919387 1.165863 -0.6 0.8 0.1 0.056
C -5.771168 2.784869 0.513459 0.0 -1.4 -0.4 -0.017
C -4.759915 1.829663 0.609745 0.3 1.3 1.1 -0.006
C -3.661860 2.194884 1.416693 -0.3 -0.3 -1.9 -0.222
P -2.310606 0.966235 1.639241 -0.1 -0.9 1.2 0.930
C -2.379009 -0.193051 0.213261 0.2 1.0 -0.5 -0.215
O -0.839438 1.658968 1.471461 -0.5 0.2 -0.3 -0.281
H -7.263239 6.241828 -2.295874 0.1 0.0 -0.3 0.088
H -6.389789 7.571338 -1.570590 0.1 0.0 -0.2 0.071
H -7.697039 7.910759 -2.680279 0.0 -0.1 -0.3 0.094
H -4.610051 5.478039 -2.397928 0.0 0.0 -0.2 0.131
H -4.410182 6.976487 -1.483155 -0.2 0.1 -0.2 0.105
H -2.117200 7.199900 -2.782120 0.0 0.0 -0.1 0.130
H -2.322408 5.418472 -2.911410 0.3 0.2 -0.2 0.109
H -2.534790 7.041710 -0.346293 0.1 -0.1 0.1 0.118
H -2.939711 5.351596 -0.509869 0.3 -0.1 0.2 0.093
H -0.305792 5.357781 -1.489156 -0.1 0.0 -0.1 0.113
H -0.224628 6.663659 -0.324066 0.1 -0.1 0.0 0.113
H -1.538468 4.063005 0.487323 0.1 -0.1 -0.2 0.077
H 0.187570 4.033290 0.400309 0.2 0.2 -0.1 0.104
H -0.335188 6.382245 1.840537 0.0 -0.1 0.1 0.109
H 0.111560 4.906478 2.625182 -0.2 -0.3 -0.1 0.113
H -2.696261 5.782440 1.802471 -0.1 0.0 0.2 0.087
H -2.141779 6.004363 3.431709 0.3 0.0 0.0 0.115
H -3.051593 4.075930 3.945831 0.0 -0.2 0.0 0.130
H -1.848591 3.182697 3.066035 0.3 0.0 -0.2 0.080
H -6.472527 4.576078 1.054234 0.1 0.1 0.2 0.183
H -6.646160 2.587248 -0.093188 0.0 0.3 0.0 0.150
H -4.871832 0.895686 0.084189 0.1 0.1 -0.1 0.105
H -3.398752 -0.406903 -0.100086 0.1 -0.3 0.2 0.031
H -1.850524 0.226867 -0.649420 -0.1 0.1 0.1 0.067
H -1.851093 -1.107748 0.474864 -0.2 0.0 0.2 0.036
H -0.335959 1.598563 2.294189 0.1 -0.1 -0.1 0.047
C 0.649183 -1.160465 2.415282 0.1 0.0 0.0 -0.076
C 1.304034 -2.133638 1.668270 0.0 0.0 0.0 -0.048
C 2.655616 -2.361561 1.866901 -0.1 -0.1 -0.1 0.009
C 3.358391 -1.610232 2.801576 -0.1 0.1 0.0 -0.073
C 2.704519 -0.620117 3.532137 0.1 0.0 0.0 -0.077
C 1.346765 -0.407981 3.343565 -0.3 0.0 -0.1 -0.016
C 3.446027 0.230811 4.506888 0.0 0.2 0.2 -0.275
O 2.863338 1.089047 5.139214 0.0 0.0 -0.1 0.102
C 4.904688 0.005296 4.670857 0.0 -0.1 -0.1 -0.085
C 5.627424 0.821097 5.533065 0.1 0.1 0.1 0.004
C 6.985171 0.613580 5.705510 0.0 0.0 0.0 -0.040
C 7.627079 -0.414981 5.023912 0.0 0.0 0.0 -0.050
C 6.913810 -1.228191 4.159348 0.2 0.0 0.0 -0.004
C 5.553906 -1.017536 3.972092 -0.1 0.1 0.0 -0.083
C 4.810478 -1.879582 3.015293 0.2 -0.2 -0.1 -0.274
O 5.363172 -2.777735 2.416557 -0.1 0.0 0.0 0.113
H -0.408632 -0.983700 2.275951 0.0 -0.1 0.0 0.057
H 0.760458 -2.714935 0.934898 0.0 0.0 0.0 0.107
H 3.170928 -3.120746 1.295007 0.1 0.0 0.1 0.124
H 0.839673 0.351775 3.927440 0.1 0.0 0.1 0.115
H 5.127382 1.618094 6.065749 -0.1 0.0 0.0 0.122
H 7.547348 1.251092 6.374289 0.0 0.0 0.0 0.114
H 8.686586 -0.579457 5.167797 0.0 0.0 0.0 0.114
H 7.414206 -2.025389 3.626420 -0.1 0.0 -0.1 0.122
C -6.053316 -5.181383 -7.271816 0.0 0.0 0.0 -0.055
C -5.530830 -6.035467 -8.237395 0.0 0.0 0.0 -0.051
C -4.237270 -6.513058 -8.115301 -0.1 0.0 -0.1 0.002
C -3.455076 -6.130051 -7.032944 0.0 0.1 0.1 -0.084
C -3.971780 -5.253936 -6.073800 0.1 -0.1 -0.1 -0.097
C -5.277472 -4.791414 -6.193508 -0.1 0.0 -0.1 -0.006
C -3.131945 -4.792400 -4.935395 -0.1 0.2 0.2 -0.288
O -3.577183 -4.031123 -4.099000 0.0 0.0 0.0 0.092
C -1.725749 -5.276260 -4.854299 0.0 -0.1 -0.1 -0.086
C -0.904681 -4.812309 -3.835020 0.2 0.0 0.1 -0.009
C 0.401438 -5.261151 -3.738732 0.0 0.0 0.0 -0.058
C 0.892665 -6.184310 -4.655854 0.0 0.0 0.0 -0.051
C 0.081167 -6.646699 -5.677590 0.2 0.0 0.0 0.004
C -1.225491 -6.188432 -5.786387 -0.1 0.1 0.1 -0.081
C -2.072104 -6.667786 -6.912532 0.1 -0.2 -0.3 -0.278
O -1.644040 -7.468930 -7.716501 0.0 0.1 0.1 0.115
H -7.067640 -4.816084 -7.365090 0.0 0.0 0.0 0.109
H -6.135885 -6.329727 -9.084835 0.0 0.0 0.0 0.110
H -3.830575 -7.181396 -8.861751 0.1 0.0 0.1 0.123
H -5.685862 -4.122984 -5.448182 0.1 0.0 0.1 0.120
H -1.289333 -4.096896 -3.121432 -0.1 0.0 0.0 0.114
H 1.041050 -4.893827 -2.947243 0.0 0.0 0.0 0.105
H 1.911672 -6.538788 -4.574558 0.0 0.0 0.0 0.110
H 0.461614 -7.360135 -6.395450 -0.1 0.0 -0.1 0.124
C -3.092125 -1.854902 -7.646543 0.0 0.0 0.1 -0.052
C -3.866693 -1.722642 -8.793137 0.0 -0.1 0.0 -0.048
C -4.443506 -0.504923 -9.105000 0.0 -0.1 -0.1 0.003
C -4.258861 0.583944 -8.264236 0.1 0.0 0.1 -0.083
C -3.501959 0.447823 -7.097200 -0.1 0.1 -0.1 -0.082
C -2.909817 -0.774417 -6.798114 0.0 -0.1 0.0 0.003
C -3.336705 1.595333 -6.159870 0.1 0.0 0.1 -0.279
O -2.679416 1.480645 -5.143658 0.0 0.0 0.1 0.086
C -4.005346 2.883669 -6.493061 -0.1 0.0 -0.1 -0.085
C -3.911967 3.956582 -5.610030 -0.1 0.2 0.0 -0.001
C -4.520742 5.163287 -5.917658 0.0 0.1 0.0 -0.045
C -5.217544 5.303997 -7.114704 0.0 0.0 0.0 -0.038
C -5.317998 4.242626 -7.994075 -0.1 0.1 0.0 0.007
C -4.721353 3.027559 -7.683568 0.1 -0.1 0.1 -0.083
C -4.872017 1.888772 -8.628203 -0.2 0.0 -0.4 -0.277
O -5.484896 2.019467 -9.668256 0.1 0.0 0.1 0.112
H -2.635066 -2.808313 -7.413144 0.0 0.0 0.0 0.102
H -4.016355 -2.573474 -9.445509 0.0 0.0 0.0 0.110
H -5.040531 -0.397212 -9.999960 0.0 0.1 0.0 0.123
H -2.312555 -0.879526 -5.902696 0.0 0.1 0.0 0.118
H -3.364771 3.841852 -4.683270 0.1 -0.1 -0.1 0.102
H -4.471527 6.015529 -5.244494 0.2 -0.4 -0.3 0.079
H -5.686954 6.248907 -7.352747 0.0 0.0 0.1 0.112
H -5.863383 4.351629 -8.921404 0.0 -0.1 0.0 0.123
C 9.840295 -1.659771 12.293150 0.0 -0.1 0.0 -0.055
C 9.869105 -2.857887 12.999565 0.0 0.0 -0.1 -0.053
C 9.596105 -4.052125 12.354417 0.0 0.0 0.2 0.001
C 9.282034 -4.053395 11.001500 0.0 0.1 -0.1 -0.082
C 9.231282 -2.848116 10.297158 0.0 -0.1 0.0 -0.084
C 9.521712 -1.654330 10.945949 0.0 0.1 0.1 -0.003
C 8.852339 -2.822341 8.858318 0.0 0.2 -0.1 -0.274
O 8.812206 -1.775549 8.242235 0.0 0.0 0.0 0.093
C 8.514745 -4.110541 8.192151 0.0 -0.1 0.1 -0.080
C 8.104482 -4.103467 6.864546 0.0 0.0 -0.2 -0.001
C 7.799706 -5.294062 6.227574 0.0 0.0 0.0 -0.054
C 7.911540 -6.500306 6.912038 0.0 0.1 0.0 -0.054
C 8.314540 -6.513278 8.236489 -0.1 -0.1 -0.1 0.001
C 8.608759 -5.319759 8.883689 0.0 0.1 0.0 -0.081
C 9.008550 -5.348297 10.318419 0.0 -0.3 0.2 -0.276
O 9.103875 -6.399435 10.916306 0.0 0.0 0.0 0.111
H 10.062652 -0.728748 12.797753 0.0 0.0 0.0 0.108
H 10.107245 -2.858394 14.055015 0.0 0.0 0.0 0.109
H 9.623311 -4.985015 12.900407 0.0 -0.1 -0.1 0.122
H 9.494197 -0.723603 10.396389 0.0 -0.1 -0.1 0.119
H 8.020814 -3.166016 6.331460 0.0 0.1 0.1 0.101
H 7.475651 -5.285308 5.194735 0.0 0.0 0.0 0.107
H 7.679617 -7.430735 6.410702 0.0 0.0 0.0 0.108
H 8.397823 -7.449105 8.771692 0.0 0.1 0.1 0.122
```
Forces are in eV/Å.

Properties
HOMO-LUMO gap in eV: 5.954
Total charge: +1